ORCA calculation (ωB97M-V/def2-TZVPD) on a molecular structure, C23H31BeN6O2.

Calculated values
highest occupied orbital energy	-9.82	eV
gap between HOMO and LUMO	6.5	eV
E_tot	-37784.1645	eV
max |F|	0.1030	hartree/bohr
E_LUMO	-3.277	eV

```
! wB97M-V def2-TZVPD RIJCOSX def2/J DEFGRID3
* xyz 1 1
O -1.30470 -0.69876 -0.31993
O -0.72754 3.49915 1.04064
N -4.78058 -1.08650 -1.34118
N -1.17703 1.31911 0.68348
N -2.38207 -0.65126 1.56130
N 1.82696 -0.69448 3.28749
N -0.17778 2.51883 -0.92447
N -0.42063 0.24836 2.74126
C 4.56106 -1.63649 3.16693
C -0.69616 2.51470 0.31962
C 1.81595 0.36735 -2.86629
C -0.29762 1.18546 -1.49239
C -3.86407 -1.52902 -0.25980
C 3.40028 -2.45254 2.60066
C 3.83073 -0.30095 -1.68482
C 2.90446 0.10425 3.92994
C 1.14976 0.63978 -1.64729
C 2.09984 -2.15543 3.34050
C -1.25834 0.46262 -3.85005
C -3.38171 1.36117 -4.61320
C -2.26659 0.55166 -4.82074
C -0.98021 0.47830 -0.34415
C 3.21823 -0.00208 -0.47468
C -1.33009 1.21546 -2.65325
C -2.49685 2.00552 -2.46505
C 4.22101 -0.14760 3.20191
C 1.90482 0.46340 -0.45479
C -3.50150 2.07803 -3.42925
C 0.61958 -0.18863 2.99652
C 3.13435 -0.11085 -2.87687
C -3.29322 -0.31037 0.48192
Be -1.90746 0.91807 2.20345
H 5.45928 -1.79823 2.56077
H 1.47823 0.68749 0.51386
H 2.98301 -0.17322 4.98791
H 3.62572 -0.32404 -3.81722
H 1.27838 -2.71091 2.87354
H 3.63068 -3.52133 2.66750
H -0.46842 -0.22638 -4.06211
H -3.07414 -2.11821 -0.73552
H 3.76041 -0.12735 0.45463
H 2.66101 1.17204 3.88644
H -4.44774 -2.17050 0.40749
H -2.84821 -1.20907 2.31343
H -4.16270 1.41988 -5.36076
H -4.37708 2.69046 -3.25165
H 4.79023 -1.98293 4.18203
H -2.19104 -0.02251 -5.73502
H -2.76497 0.33646 -0.22794
H 5.02918 0.40624 3.69205
H -4.29672 -0.49669 -2.03188
H -5.17105 -1.89249 -1.84709
H -4.11520 0.28505 0.89564
H -1.53382 -1.15900 1.21961
H -5.57332 -0.54515 -0.96964
H 4.14743 0.22901 2.17385
H -2.64427 2.57541 -1.55793
H 3.27771 -2.21350 1.53671
H -1.52267 2.19044 2.72407
H 1.37636 0.53612 -3.82583
H 2.16263 -2.47723 4.38684
H 4.85076 -0.66342 -1.69764
H 0.23746 3.33728 -1.39360
*
```